No. 1
This record from OMol25 describes a structure of composition C4H6N2 at a distorted geometry. The level of theory is wB97M-V/def2-TZVPD.

energy relative to the best compared isomer or geometry (same formula, charge and spin): 427.6 kJ/mol
Kohn-Sham gap: 9.985 eV
calculated total energy: -265.37270 hartree
2S+1: 1
net charge: 0

Atoms and positions in Å:
N  -3.1132  -0.4769  -0.8746
C  -2.1413  0.0843  -0.5869
C  -0.8995  0.7654  -0.1902
C  0.1416  -0.2393  0.3133
C  1.0714  -0.8628  -0.6699
N  1.4391  0.4001  0.6258
H  -0.4852  1.2970  -1.0572
H  -1.1271  1.5042  0.5917
H  -0.2239  -0.8404  1.1520
H  1.9112  0.2876  -0.4197
H  1.4799  -1.7931  -0.2291
H  1.9468  -0.1261  1.3447

Atomic partial charges in e from the Löwdin method, atoms 1 to 4: atom 1 (N): 0.14, atom 2 (C): -0.22, atom 3 (C): -0.15, atom 4 (C): -0.47

No. 2
This record from OMol25 describes a cluster of 2 separate species, CH8NSi in total at a distorted geometry. The level of theory is wB97M-V/def2-TZVPD.

energy relative to the best compared isomer or geometry (same formula, charge and spin): 351.3 kJ/mol
Kohn-Sham gap: 5.097 eV
calculated total energy: -386.74030 hartree
2S+1: 1
net charge: +1

Atoms and positions in Å:
C  -1.2398  -1.5357  -0.3118
N  -1.0678  -0.1110  -0.1358
Si  2.3318  1.6410  0.4497
H  -0.8596  -2.0583  0.5469
H  -2.3572  -1.9280  -0.3517
H  -1.2883  0.3732  -0.9912
H  -1.6464  0.2955  0.4802
H  1.2650  1.9885  1.4785
H  3.6117  2.3116  0.7284
H  -0.8208  -1.8343  -1.1753
H  2.0713  0.8575  -0.7179

Atomic partial charges in e from the Löwdin method, atoms 1 to 4: atom 1 (C): -0.18, atom 2 (N): -0.06, atom 3 (Si): 1.17, atom 4 (H): 0.06

No. 3
This record from OMol25 describes a structure of composition C24H28BBrNO15OsP2S at a distorted geometry. The level of theory is wB97M-V/def2-TZVPD.

Kohn-Sham gap (alpha / beta): 5.285 / 5.290 eV
calculated total energy: -5885.60124 hartree
2S+1: 1
net charge: -1

Atoms and positions in Å:
Os  -1.6242  -0.9430  -0.7517
C  1.3584  -5.0112  -0.8557
C  0.3929  -3.8786  -0.6004
O  -0.2712  -4.0797  0.6295
P  1.3189  -2.2955  -0.4312
O  2.3692  -2.6456  0.7358
O  2.3276  -2.0984  -1.6211
O  0.5221  -1.1030  -0.0194
P  -0.6843  -3.6071  -2.0937
O  -2.1724  -3.5471  -1.3934
O  -0.6368  -4.6888  -3.0922
O  -0.3406  -2.1817  -2.4603
H  2.0022  -5.1704  0.0078
H  1.9566  -4.7639  -1.7291
H  0.7940  -5.9163  -1.0670
H  -0.9862  -3.4248  0.7099
H  1.9013  -2.9980  1.4942
H  1.9749  -1.4629  -2.2540
H  -2.6783  -4.3176  -1.6600
C  4.4496  2.0545  -0.0944
C  3.1156  1.3565  0.2088
C  3.3216  0.4012  1.3850
O  2.7896  0.5765  -0.9442
B  1.5687  0.9692  -1.4196
O  1.0279  1.9972  -0.7179
C  1.8740  2.3273  0.3803
C  1.0667  2.0957  1.6593
C  2.2127  3.8180  0.2527
H  5.2134  1.2843  -0.1787
H  4.7348  2.7369  0.7027
H  4.3955  2.5838  -1.0431
H  4.0902  -0.3186  1.1151
H  2.4126  -0.1560  1.5771
H  3.6221  0.9435  2.2784
H  0.6727  1.0838  1.6684
H  0.2107  2.7638  1.6463
H  1.6629  2.2938  2.5463
H  2.7188  4.0227  -0.6872
H  2.8290  4.1486  1.0847
H  1.2779  4.3736  0.2585
O  -1.8765  -1.6571  1.5518
C  -1.9199  -0.4650  1.9655
O  -1.8863  0.5122  1.1935
C  -2.0290  -0.1676  3.4292
C  -2.1027  -1.1725  4.3815
C  -2.2602  -0.8746  5.7337
C  -2.3235  0.4550  6.0807
O  -2.4766  1.0245  7.3241
C  -2.5438  2.4170  7.0971
O  -2.2525  2.6931  5.7507
C  -2.2116  1.4678  5.1248
C  -2.0702  1.1849  3.7939
H  -2.0381  -2.2011  4.0580
H  -2.3290  -1.6512  6.4790
H  -1.8230  2.9312  7.7479
H  -3.5626  2.7778  7.3281
H  -1.9970  1.9457  3.0358
S  -6.2319  -0.5841  -1.6412
C  -4.6777  -0.7437  -1.3899
N  -3.5227  -0.9070  -1.2218
Br  -1.7387  2.2910  -8.6171
C  -1.2297  1.6018  -6.9187
C  0.1108  1.6398  -6.5505
C  0.4735  1.2329  -5.2874
C  -0.5051  0.8135  -4.3669
C  -1.8450  0.7071  -4.8021
C  -2.2060  1.0922  -6.0688
C  -0.2264  0.6344  -2.9737
O  1.0906  0.4859  -2.6093
O  -1.1320  0.6862  -2.1197
H  0.8509  2.0061  -7.2504
H  1.5049  1.2613  -4.9727
H  -2.5735  0.3164  -4.1088
H  -3.2307  1.0236  -6.4027

Atomic partial charges in e from the Löwdin method, atoms 1 to 4: atom 1 (Os): 1.31, atom 2 (C): -0.07, atom 3 (C): -0.60, atom 4 (O): -0.05

No. 4
This record from OMol25 describes a structure of composition C24H42FNNbO5 at a distorted geometry. The level of theory is wB97M-V/def2-TZVPD.

Kohn-Sham gap: 6.689 eV
calculated total energy: -1526.84719 hartree
2S+1: 1
net charge: -1

Atoms and positions in Å:
C  1.3010  3.0008  4.8023
C  2.0964  2.6369  3.4172
F  3.2223  1.7361  3.7915
C  1.2112  1.8962  2.2611
Nb  0.2475  -0.0973  2.9643
C  -0.5280  -2.1045  3.6987
C  0.6947  -3.2036  3.3742
N  1.7790  -3.3364  4.2341
O  -1.1274  1.0592  4.0129
C  -2.0985  0.3365  4.8197
O  -1.8963  -0.2247  6.0152
C  -3.6652  0.3499  4.2312
C  -4.0698  1.7581  3.4254
C  -5.5740  2.0361  2.7973
C  -6.6999  0.8243  3.0074
C  -6.2750  -0.5726  3.8000
C  -4.7559  -0.8480  4.4304
H  1.0044  1.9933  5.3657
H  0.2588  3.5140  4.5279
H  1.9215  3.6436  5.5660
H  2.4568  3.6713  2.9600
H  1.9757  1.5921  1.3972
H  0.3958  2.5678  1.7427
H  -0.8571  -0.1184  1.4837
H  1.5074  -0.9976  2.0222
H  1.3977  -0.0304  4.4054
H  -0.7024  -2.2064  4.8503
H  -1.4539  -2.5081  3.0641
H  0.7186  -3.8597  2.3964
H  1.6852  -2.7009  5.0602
H  -3.2501  2.6129  3.2838
H  -5.8211  3.0565  2.2404
H  -7.7668  1.0215  2.5497
H  -7.0901  -1.4094  3.8936
H  -4.4372  -1.8143  5.0044
C  -1.0285  -2.5658  -2.3126
C  0.2376  -1.9434  -2.8420
C  0.7288  -1.1579  -1.6457
O  0.2899  -1.8629  -0.4763
C  -0.6589  -2.8616  -0.8755
H  -1.3445  -3.4555  -2.8632
H  -1.8441  -1.8337  -2.3457
H  0.9593  -2.7290  -3.0951
H  0.0849  -1.3212  -3.7275
H  0.2857  -0.1568  -1.6183
H  1.8179  -1.0580  -1.6283
H  -0.1731  -3.8392  -0.7841
H  -1.5233  -2.8376  -0.2062
C  1.1698  5.3484  -2.2834
C  -0.2041  4.7723  -2.0570
C  0.0878  3.6111  -1.1317
O  1.2371  3.9765  -0.3553
C  1.8220  5.1520  -0.9324
H  1.1609  6.3930  -2.6047
H  1.6984  4.7600  -3.0428
H  -0.8351  5.5084  -1.5451
H  -0.7106  4.4682  -2.9765
H  0.3394  2.7068  -1.6959
H  -0.7498  3.3851  -0.4656
H  1.6099  5.9933  -0.2636
H  2.9061  5.0276  -1.0036
C  3.4380  -3.3256  -7.1452
C  3.0525  -4.6214  -6.4795
C  2.5595  -4.1493  -5.1291
O  2.0086  -2.8392  -5.3218
C  2.3791  -2.3767  -6.6280
H  3.4631  -3.3825  -8.2364
H  4.4275  -3.0084  -6.7950
H  2.2318  -5.0927  -7.0330
H  3.8730  -5.3397  -6.4070
H  3.3836  -4.0633  -4.4129
H  1.7976  -4.8106  -4.7064
H  1.4830  -2.4013  -7.2575
H  2.7343  -1.3443  -6.5666

Atomic partial charges in e from the Löwdin method, atoms 1 to 4: atom 1 (C): -0.13, atom 2 (C): -0.40, atom 3 (F): -0.16, atom 4 (C): -0.38

No. 5
This record from OMol25 describes a structure of composition C6H41NO14 at a distorted geometry. The level of theory is wB97M-V/def2-TZVPD.

energy relative to the best compared isomer or geometry (same formula, charge and spin): 406.2 kJ/mol
Kohn-Sham gap: 9.345 eV
calculated total energy: -1361.23390 hartree
2S+1: 1
net charge: 0

Atoms and positions in Å:
C  -0.1811  1.3558  2.9685
N  -0.3804  0.7947  1.5312
C  -1.8195  0.5044  1.2065
C  -2.6865  1.7122  1.1196
C  0.5842  -0.3529  1.5040
C  1.3722  -0.4919  2.8506
C  0.8002  0.5299  3.7968
H  0.1928  2.4678  2.7668
H  -1.1027  1.6270  3.3283
H  -2.1578  -0.2958  1.9302
H  -1.6657  -0.2703  0.4803
H  -2.9091  2.1912  2.0948
H  -3.7365  1.5848  0.7554
H  -2.3592  2.5089  0.3892
H  1.3932  -0.1764  0.7353
H  0.0800  -1.3336  1.3595
H  2.5205  -0.3820  2.7096
H  1.2910  -1.5378  3.2368
H  1.6856  1.2822  4.1173
H  0.3462  0.1743  4.6982
H  0.4317  -5.1845  0.6259
H  0.3831  -3.8796  -0.1228
O  0.7802  -4.3049  0.6693
H  -0.6279  -3.4238  1.4303
H  -1.7925  -2.6905  0.7963
O  -1.2704  -2.7746  1.6446
H  1.5908  -3.8528  -2.3818
H  1.5298  -2.4320  -1.8650
O  1.0379  -3.3180  -1.8590
H  -3.2535  -3.0094  -0.9370
H  -1.9733  -2.6470  -1.5377
O  -2.4155  -2.6332  -0.7033
H  0.1953  5.0665  1.7602
H  -0.2133  4.2257  0.5212
O  -0.3497  5.1898  0.9762
H  2.9184  1.8416  -1.2730
H  3.7907  0.8708  -0.6627
O  3.2398  1.5442  -0.3252
H  1.3525  -0.8685  -2.7526
H  2.5475  -0.1203  -2.4760
O  2.1733  -0.8834  -2.2686
H  1.3882  2.5983  0.3205
H  0.2282  1.6838  0.7713
O  0.5135  2.6694  0.2666
H  0.6011  0.1314  -4.5717
H  -0.4628  0.2317  -3.3814
O  0.1070  -0.3448  -3.8425
H  -1.0413  -1.9993  -3.5095
H  -0.5297  -3.2248  -2.6495
O  -1.2675  -2.8592  -3.1135
H  0.0011  3.8815  -2.4402
H  0.0255  3.0388  -1.0945
O  -0.1195  2.9296  -2.0926
H  -1.7792  0.2716  -1.6782
H  -1.4598  1.7554  -2.1956
O  -1.7204  0.8742  -2.4226
H  1.3546  2.5205  -2.4685
H  2.8051  2.5278  -3.3220
O  2.2285  1.9958  -2.8203
H  -1.1765  -2.2744  4.6855
H  -1.1203  -1.6901  3.3692
O  -1.0681  -1.3720  4.2715

Atomic partial charges in e from the Löwdin method, atoms 1 to 4: atom 1 (C): -0.12, atom 2 (N): -0.15, atom 3 (C): -0.21, atom 4 (C): -0.07

No. 6
This record from OMol25 describes a structure of composition C24H31F2N5RuSSe. The level of theory is wB97M-V/def2-TZVPD.

<S²>: 6.019
energy relative to the best compared isomer or geometry (same formula, charge and spin): 49.4 kJ/mol
Kohn-Sham gap (alpha / beta): 7.765 / 5.500 eV
calculated total energy: -4300.62011 hartree
2S+1: 5
net charge: +2

Atoms and positions in Å:
Ru  0.6010  -0.9554  0.7310
N  -2.2055  1.3493  0.5636
C  -2.1523  0.4279  1.5486
N  -1.1066  -0.3406  1.8021
C  -1.3565  -1.1884  2.8928
C  -0.4253  -2.0455  3.4657
C  -0.8316  -2.8518  4.5159
C  -2.1363  -2.7894  5.0015
C  -3.0580  -1.9084  4.4597
C  -2.6474  -1.1099  3.4026
S  -3.5302  0.1312  2.5503
H  -1.3486  1.8245  0.3242
H  -3.0255  1.9361  0.5329
H  0.6144  -2.0403  3.1512
H  -0.1189  -3.5189  4.9839
H  -2.4290  -3.4194  5.8306
H  -4.0615  -1.8406  4.8587
C  -2.9637  -1.9903  -3.3993
C  -2.7543  -0.8325  -2.4501
N  -1.6737  -1.1634  -1.5157
C  -1.2612  -2.4018  -1.1999
N  -0.2292  -2.5215  -0.3237
C  0.2485  -3.8802  0.0003
C  -0.0119  -4.8646  -1.1187
C  -1.4836  -4.8270  -1.4490
N  -1.8816  -3.4476  -1.7453
C  -3.0747  -3.2626  -2.5866
H  -2.1275  -2.0656  -4.0964
H  -3.8718  -1.8397  -3.9800
H  -3.6683  -0.6203  -1.8917
H  -2.4670  0.0701  -2.9860
H  -1.1866  -0.3820  -1.1111
H  -0.2349  -4.2211  0.9217
H  1.3189  -3.8278  0.1911
H  0.2818  -5.8656  -0.8062
H  0.5778  -4.6008  -1.9989
H  -2.0842  -5.2164  -0.6224
H  -1.7035  -5.4273  -2.3294
H  -3.9656  -3.2446  -1.9529
H  -3.1493  -4.1321  -3.2351
C  4.5306  -1.0622  6.7611
C  4.1366  -1.1945  5.3204
C  3.6083  -2.3811  4.8235
C  3.2497  -2.5265  3.4909
C  2.7781  -3.8687  2.9989
C  3.4080  -1.4128  2.6523
Se  2.9047  -1.6391  0.7886
C  3.9997  -0.2252  3.0903
C  4.3853  0.8942  2.1708
C  4.3339  -0.1406  4.4338
H  4.1234  -1.8717  7.3635
H  4.1852  -0.1144  7.1742
H  5.6176  -1.0842  6.8591
H  3.4777  -3.2251  5.4915
H  2.4796  -4.5051  3.8309
H  3.5841  -4.3815  2.4680
H  1.9277  -3.8008  2.3230
H  3.7096  0.9895  1.3266
H  5.3839  0.7259  1.7621
H  4.3976  1.8468  2.6966
H  4.7875  0.7756  4.7962
F  0.6797  1.8868  1.3491
C  1.1961  1.0117  0.4675
F  0.4561  1.1267  -0.7213
H  2.2040  1.3108  0.2153

Atomic partial charges in e from the Löwdin method, atoms 1 to 4: atom 1 (Ru): 1.14, atom 2 (N): 0.13, atom 3 (C): -0.65, atom 4 (N): -0.06

No. 7
This record from OMol25 describes a structure of composition H11NaO6 at a distorted geometry. The level of theory is wB97M-V/def2-TZVPD.

<S²>: 0.759
energy relative to the best compared isomer or geometry (same formula, charge and spin): 25.7 kJ/mol
Kohn-Sham gap (alpha / beta): 10.072 / 5.083 eV
calculated total energy: -619.96667 hartree
2S+1: 2
net charge: +1

Atoms and positions in Å:
Na  6.2271  16.2111  13.9025
O  4.1463  16.2442  15.3075
H  3.8717  15.7431  14.5150
O  3.8595  18.7276  15.0708
H  4.1434  17.8159  15.1369
H  2.9038  18.6842  15.1020
O  2.6405  15.9328  17.4526
H  2.5556  16.8856  17.4868
H  3.1236  15.7639  16.6437
O  5.3581  13.9468  15.8167
H  4.9965  14.7699  15.4881
H  4.8008  13.2698  15.4330
O  3.4462  12.6189  14.1574
H  3.2264  11.6929  14.0558
H  2.6251  13.0805  13.9869
O  5.0339  17.1762  17.6236
H  4.8323  16.9631  16.7124
H  4.2165  17.0138  18.0945

Atomic partial charges in e from the Löwdin method, atoms 1 to 4: atom 1 (Na): 0.87, atom 2 (O): -0.21, atom 3 (H): 0.07, atom 4 (O): 0.04

No. 8
This record from OMol25 describes a cluster of 16 separate species, H30NO18 in total at a distorted geometry. The level of theory is wB97M-V/def2-TZVPD.

energy relative to the best compared isomer or geometry (same formula, charge and spin): 151.4 kJ/mol
Kohn-Sham gap: 8.743 eV
calculated total energy: -1427.00140 hartree
2S+1: 1
net charge: -1

Atoms and positions in Å:
N  -11.6490  8.1350  -0.5554
O  -11.7474  6.9077  -0.6522
O  -11.0229  8.6790  -1.5297
O  -12.6927  8.7741  -0.2414
O  -13.7480  7.1959  -3.1271
H  -13.9507  7.9922  -3.5348
H  -12.9984  7.3637  -2.5662
O  -13.8460  8.2772  2.5315
H  -14.2806  7.9349  1.7611
H  -14.1774  7.7943  3.3106
O  -10.4444  5.3515  1.3870
H  -10.0501  4.6838  1.9576
H  -10.3519  6.1775  1.9205
O  -11.2927  7.9212  -4.1185
H  -10.5480  7.8400  -4.7357
H  -10.8649  8.0719  -3.2631
O  -11.3470  7.8944  2.3289
H  -11.1909  8.7839  2.0585
H  -12.3079  7.8902  2.2091
O  -14.8264  6.9887  0.3110
H  -14.2677  7.5023  -0.2585
H  -15.6320  7.4922  0.3039
O  -12.5346  10.8252  -2.9506
H  -12.7099  11.3162  -2.1581
H  -11.8660  10.1819  -2.8170
O  -8.5279  9.5440  -0.6466
H  -8.5889  10.5109  -0.6811
H  -9.4380  9.2962  -0.9448
O  -12.0584  11.9406  -0.3862
H  -11.1069  11.8800  -0.6521
H  -12.1832  11.2021  0.2157
O  -8.3385  6.6317  0.0721
H  -9.1359  6.1789  0.3353
H  -8.1662  7.3009  0.7226
O  -13.1136  4.9990  1.5922
H  -12.1542  4.9285  1.6384
H  -13.2333  5.9192  1.4517
O  -14.8575  10.3668  -0.8526
H  -13.9851  9.9713  -0.7239
H  -14.7406  11.3415  -1.1253
O  -8.5398  7.1599  -2.5743
H  -8.4669  7.1555  -1.5509
H  -8.5662  8.1313  -2.8055
O  -14.2560  10.9207  1.9682
H  -14.6839  11.0241  1.1448
H  -13.8214  10.0456  1.9170
O  -12.4114  4.3885  -1.0298
H  -12.2844  5.3143  -0.7364
H  -11.6177  3.9802  -0.6858

Atomic partial charges in e from the Löwdin method, atoms 1 to 4: atom 1 (N): -0.40, atom 2 (O): 0.02, atom 3 (O): -0.09, atom 4 (O): -0.07